A gas-phase ion, C2H4N3O (charge +1) in a non-equilibrium geometry, computed with ωB97M-V with the def2-TZVPD basis set.

Output
Energy above the lowest of the compared OMol25 structures with the same formula, charge and spin   419.30 kJ/mol
Frontier orbital gap (spin up / spin down)   0.3297 / 0.3298 hartree
Net charge   +1
E_LUMO (spin up / spin down)   -6.86 / -6.86 eV
SMILES   C/[N+]([O-])=C/[N+]#N
HOMO energy (spin up / spin down)   -0.5818 / -0.5818 Eh

```
10
C2H4N3O | the Open Molecules 2025 dataset | ωB97M-V with the def2-TZVPD basis set
C -0.034 -0.600 -0.222
N 1.144 0.215 -0.208
O 2.218 -0.252 -0.501
C 1.164 1.471 0.433
N 2.386 1.953 0.488
N 3.444 1.852 0.128
H -0.855 -0.011 0.024
H -0.205 -0.763 -1.272
H -0.009 -1.454 0.375
H 0.224 1.898 0.561
```

***

A gas-phase ion, C2H4N3O4 (charge +1) in a non-equilibrium geometry, computed with ωB97M-V with the def2-TZVPD basis set.

Output
Energy above the lowest of the compared OMol25 structures with the same formula, charge and spin   156.67 kJ/mol
Frontier orbital gap   0.3458 hartree
Net charge   +1
E_LUMO   -6.47 eV
SMILES   [NH3+]C=C([N+](=O)[O-])[N+](=O)[O-]
HOMO energy   -0.5837 Eh

```
13
C2H4N3O4 | the Open Molecules 2025 dataset | ωB97M-V with the def2-TZVPD basis set
N 1.603 0.472 0.833
C 0.453 -0.396 0.632
C -0.463 -0.208 -0.346
N -1.817 -1.237 -0.159
O -2.382 -0.990 0.823
O -1.856 -2.029 -0.996
N -0.415 0.849 -1.300
O 0.372 1.791 -0.914
O -1.114 0.875 -2.257
H 1.726 0.716 1.868
H 1.229 1.286 0.141
H 2.380 0.107 0.434
H 0.284 -1.236 1.242
```

***

A gas-phase ion, C2H4N3OS (charge +1) in a non-equilibrium geometry, computed with ωB97M-V with the def2-TZVPD basis set.

Output
Energy above the lowest of the compared OMol25 structures with the same formula, charge and spin   313.70 kJ/mol
Frontier orbital gap   0.2958 hartree
Net charge   +1
E_LUMO   -5.84 eV
SMILES   [NH3+][C@@H]1ON=NC1=S
HOMO energy   -0.5105 Eh

```
11
C2H4N3OS | the Open Molecules 2025 dataset | ωB97M-V with the def2-TZVPD basis set
N 0.184 0.248 -0.256
C 0.017 -0.795 0.835
O 0.614 -0.298 1.994
N 1.666 -1.110 2.409
N 1.891 -2.079 1.791
C 0.698 -2.090 0.480
S 0.522 -3.186 -0.631
H 1.137 0.644 -0.237
H -0.471 1.026 -0.093
H 0.005 -0.167 -1.182
H -1.056 -0.931 1.011
```

***

A molecular structure, C2H4N3P3 in a non-equilibrium geometry, computed with ωB97M-V with the def2-TZVPD basis set.

Output
Energy above the lowest of the compared OMol25 structures with the same formula, charge and spin   330.80 kJ/mol
Frontier orbital gap (spin up / spin down)   0.2355 / 0.2357 hartree
E_LUMO (spin up / spin down)   -1.35 / -1.34 eV
HOMO energy (spin up / spin down)   -0.2849 / -0.2850 Eh

```
12
C2H4N3P3 | the Open Molecules 2025 dataset | ωB97M-V with the def2-TZVPD basis set
C 0.036 1.196 -1.399
C -0.291 -0.029 -1.060
N -1.013 -1.733 2.788
N 0.729 0.135 3.449
N 0.590 -0.666 0.956
P -0.889 -1.524 1.222
P 0.975 0.600 1.922
P 0.184 -1.411 3.856
H -0.603 1.571 -2.128
H 0.732 1.707 -0.866
H -0.572 -1.000 -1.142
H -0.740 -1.164 4.826
```

***

C2H4N4 in the gas phase, computed with ωB97M-V with the def2-TZVPD basis set.

Output
Energy above the lowest of the compared OMol25 structures with the same formula, charge and spin   145.98 kJ/mol
Frontier orbital gap   0.4203 hartree
E_LUMO   0.68 eV
SMILES   Cn1cnnn1
HOMO energy   -0.3955 Eh

```
10
C2H4N4 | the Open Molecules 2025 dataset | ωB97M-V with the def2-TZVPD basis set
C -1.372 -0.132 0.165
N 0.046 -0.144 -0.126
C 0.964 0.829 -0.019
N 2.156 0.305 -0.175
N 1.948 -1.015 -0.376
N 0.695 -1.297 -0.343
H -1.519 -0.068 1.246
H -1.796 -1.065 -0.205
H -1.856 0.716 -0.324
H 0.733 1.871 0.157
```

***

C2H4N4 in the gas phase in a non-equilibrium geometry, computed with ωB97M-V with the def2-TZVPD basis set.

Output
Energy above the lowest of the compared OMol25 structures with the same formula, charge and spin   297.91 kJ/mol
Frontier orbital gap   0.3483 hartree
E_LUMO   0.76 eV
SMILES   [H]/N=c1/[nH]cn[nH]1
HOMO energy   -0.3206 Eh

```
10
C2H4N4 | the Open Molecules 2025 dataset | ωB97M-V with the def2-TZVPD basis set
H 2.595 0.799 0.451
N 2.036 -0.170 -0.037
C 0.773 -0.036 -0.186
N -0.252 -1.012 -0.331
C -1.543 -0.452 -0.066
N -1.451 0.798 0.008
N -0.057 1.111 -0.212
H -0.013 -1.945 0.389
H -2.396 -1.001 0.269
H 0.308 1.908 -0.285
```

***

C2H4N4 in the gas phase in a non-equilibrium geometry, computed with ωB97M-V with the def2-TZVPD basis set.

Output
Energy above the lowest of the compared OMol25 structures with the same formula, charge and spin   26.48 kJ/mol
Frontier orbital gap   0.3411 hartree
E_LUMO   1.08 eV
SMILES   Nc1nc[nH]n1
HOMO energy   -0.3012 Eh

```
10
C2H4N4 | the Open Molecules 2025 dataset | ωB97M-V with the def2-TZVPD basis set
N 1.937 -0.001 -0.033
C 0.586 0.014 0.006
N -0.178 1.156 -0.042
C -1.362 0.692 -0.012
N -1.343 -0.664 0.008
N -0.090 -1.136 -0.039
H 2.465 0.895 0.146
H 2.404 -0.866 -0.018
H -2.292 1.189 -0.017
H -2.129 -1.278 0.002
```

***

2 unconnected molecules or ions with the total composition C2H4N4 in a non-equilibrium geometry, computed with ωB97M-V with the def2-TZVPD basis set.

Output
Energy above the lowest of the compared OMol25 structures with the same formula, charge and spin   280.71 kJ/mol
Frontier orbital gap   0.3897 hartree
E_LUMO   1.08 eV
HOMO energy   -0.3499 Eh

```
10
C2H4N4 | the Open Molecules 2025 dataset | ωB97M-V with the def2-TZVPD basis set
C -1.638 -0.012 -0.163
N -0.841 -0.812 0.777
N 1.279 1.709 0.017
C 2.248 1.086 0.068
N 1.175 -1.764 0.011
N 0.194 -1.282 0.321
H -2.092 -0.646 -0.934
H -1.037 0.771 -0.634
H -2.432 0.452 0.422
H 3.144 0.500 0.116
```

***

- Which value of energy above the lowest of the compared OMol25 structures with the same formula, charge and spin does entry 3 give?
  313.70 kJ/mol

***

- Among the records above, which one has the highest energy above the lowest of the compared OMol25 structures with the same formula, charge and spin?
  C2H4N3O

***

- Look up the energy above the lowest of the compared OMol25 structures with the same formula, charge and spin of the sixth one.
  297.91 kJ/mol

***

- Which formula does entry 1 have?
  C2H4N3O